Entry 1:
C18H26N2O4 | the ωB97M-V functional and the def2-TZVPD basis

For the energy relative to the best compared isomer or geometry (same formula, charge and spin), the calculation gives 6.92 kcal/mol. The SMILES is CC(C)OCCCNC(=O)c1ccc(NC(=O)[C@@H]2CCCO2)cc1. The HOMO energy is -0.317 Eh. The HOMO-LUMO gap is 9.3 eV. The net charge is 0.

Cartesian coordinates (Å):
1 C 2.43 8.74 -0.46
2 H 3.35 8.19 -0.31
3 H 2.17 8.71 -1.52
4 H 2.59 9.77 -0.16
5 C 1.28 8.14 0.36
6 C 0.02 8.99 0.24
7 H 0.20 9.99 0.61
8 H -0.28 9.04 -0.81
9 H -0.79 8.53 0.81
10 O 0.94 6.84 -0.06
11 C 1.87 5.83 0.25
12 C 1.20 4.48 0.02
13 H 0.82 4.45 -1.00
14 H 0.35 4.39 0.71
15 C 2.17 3.32 0.25
16 N 1.53 2.04 0.08
17 C 1.38 1.15 1.09
18 O 1.87 1.32 2.19
19 C 0.62 -0.08 0.73
20 C 0.97 -1.28 1.35
21 C 0.30 -2.45 1.07
22 C -0.76 -2.44 0.17
23 C -1.13 -1.24 -0.44
24 C -0.45 -0.07 -0.16
25 H -0.78 0.85 -0.62
26 H -1.97 -1.23 -1.12
27 N -1.48 -3.59 -0.16
28 C -1.30 -4.87 0.24
29 O -0.43 -5.27 0.98
30 C -2.37 -5.80 -0.36
31 H -3.18 -5.86 0.37
32 C -1.78 -7.19 -0.68
33 H -2.27 -7.98 -0.13
34 H -0.72 -7.20 -0.42
35 C -1.99 -7.32 -2.20
36 H -1.14 -7.78 -2.70
37 H -2.88 -7.91 -2.41
38 C -2.21 -5.88 -2.63
39 H -2.83 -5.77 -3.52
40 O -2.91 -5.28 -1.56
41 H -1.25 -5.37 -2.78
42 H -2.25 -3.46 -0.82
43 H 0.59 -3.37 1.55
44 H 1.79 -1.27 2.06
45 H 1.13 1.84 -0.82
46 H 3.02 3.40 -0.44
47 H 2.55 3.34 1.28
48 H 2.76 5.91 -0.40
49 H 2.20 5.92 1.29
50 H 1.59 8.10 1.42

Here are the Mulliken charges for atoms 1 to 6, given in e: number 1, C, carries -1.420; number 2, H, carries 0.352; number 3, H, carries 0.329; number 4, H, carries 0.434; number 5, C, carries 0.645; number 6, C, carries -1.455


Entry 2:
C18H26N2O5 | the ωB97M-V functional and the def2-TZVPD basis

For the energy relative to the best compared isomer or geometry (same formula, charge and spin), the calculation gives 4.90 kcal/mol. The SMILES is CCOC(=O)c1[nH]c(C)c(C(=O)OCC(=O)N2CCCC[C@@H]2C)c1C. The HOMO energy is -0.320 Eh. The HOMO-LUMO gap is 9.3 eV. The net charge is 0.

Cartesian coordinates (Å):
1 C -6.18 -2.29 -0.97
2 C -6.10 -1.32 0.21
3 H -6.99 -0.69 0.26
4 H -5.97 -1.88 1.14
5 O -5.01 -0.41 0.06
6 C -3.79 -0.85 0.46
7 O -3.61 -1.95 0.94
8 C -2.78 0.16 0.24
9 C -1.43 0.17 0.52
10 C -0.93 1.43 0.09
11 C -2.01 2.15 -0.44
12 N -3.10 1.37 -0.34
13 H -4.03 1.62 -0.63
14 C -2.06 3.51 -1.03
15 H -2.32 3.46 -2.08
16 H -1.08 3.98 -0.93
17 H -2.80 4.11 -0.51
18 C 0.43 1.94 0.18
19 O 0.80 3.01 -0.25
20 O 1.27 1.09 0.80
21 C 2.60 1.54 0.99
22 H 2.87 2.22 0.18
23 H 2.65 2.09 1.94
24 C 3.60 0.39 1.10
25 O 4.26 0.26 2.11
26 N 3.76 -0.42 0.03
27 C 3.04 -0.32 -1.23
28 C 3.76 0.62 -2.20
29 H 4.78 0.28 -2.38
30 H 3.23 0.64 -3.15
31 H 3.81 1.63 -1.81
32 H 2.04 0.07 -1.03
33 C 2.89 -1.72 -1.84
34 C 2.72 -2.76 -0.74
35 C 4.00 -2.86 0.09
36 C 4.72 -1.50 0.10
37 H 5.29 -1.37 1.02
38 H 5.40 -1.42 -0.75
39 H 4.68 -3.61 -0.33
40 H 3.76 -3.16 1.11
41 H 2.47 -3.73 -1.17
42 H 1.89 -2.46 -0.10
43 H 3.77 -1.97 -2.44
44 H 2.03 -1.73 -2.51
45 C -0.67 -0.94 1.15
46 H -0.17 -0.60 2.06
47 H 0.11 -1.30 0.47
48 H -1.34 -1.76 1.39
49 H -7.05 -2.93 -0.85
50 H -6.27 -1.74 -1.90
51 H -5.29 -2.91 -1.00

Here are the Mulliken charges for atoms 1 to 6, given in e: number 1, C, carries -1.090; number 2, C, carries -0.249; number 3, H, carries 0.310; number 4, H, carries 0.312; number 5, O, carries -0.381; number 6, C, carries 0.341


Entry 3:
C18H26N2O5 | the ωB97M-V functional and the def2-TZVPD basis

For the energy relative to the best compared isomer or geometry (same formula, charge and spin), the calculation gives 103.70 kcal/mol. The SMILES is CC(=O)NCCCCc1ccc2c(c1)C(=O)NC2=O.COCCOC. The HOMO energy is -0.325 Eh. The HOMO-LUMO gap is 8.4 eV. The net charge is 0.

Cartesian coordinates (Å):
1 C 6.55 -1.26 -0.20
2 C 5.25 -0.48 0.18
3 O 5.28 0.20 1.19
4 N 4.02 -0.52 -0.56
5 C 4.23 -0.42 -2.04
6 C 4.52 -1.79 -2.75
7 C 3.25 -2.69 -3.05
8 C 2.32 -2.95 -1.80
9 C 1.07 -2.02 -1.71
10 C 0.87 -0.83 -2.53
11 C -0.31 0.04 -2.38
12 C -1.26 -0.34 -1.37
13 C -1.10 -1.55 -0.55
14 C 0.05 -2.40 -0.70
15 C -2.34 -1.64 0.40
16 O -2.47 -2.45 1.26
17 N -3.21 -0.54 0.03
18 C -2.57 0.35 -0.90
19 O -2.96 1.43 -1.25
20 H 6.83 -1.05 -1.26
21 H 6.30 -2.36 -0.15
22 H 7.37 -1.02 0.52
23 H 3.56 0.36 -0.31
24 H 5.16 0.21 -2.19
25 H 3.39 0.16 -2.49
26 H 5.26 -2.44 -2.23
27 H 4.97 -1.55 -3.76
28 H 2.63 -2.33 -3.91
29 H 3.64 -3.70 -3.37
30 H 1.98 -4.02 -1.74
31 H 2.92 -2.79 -0.86
32 H 1.60 -0.54 -3.32
33 H -0.46 0.96 -3.00
34 H 0.16 -3.31 -0.07
35 H -3.97 -1.00 -0.49
36 C -3.99 3.85 4.51
37 O -3.23 3.25 3.46
38 C -3.50 1.86 3.33
39 C -4.44 1.58 2.17
40 O -5.74 2.11 2.42
41 C -5.96 3.34 1.75
42 H -3.93 4.93 4.39
43 H -5.04 3.55 4.47
44 H -3.56 3.58 5.48
45 H -3.89 1.44 4.26
46 H -2.54 1.37 3.12
47 H -4.56 0.50 2.06
48 H -4.04 1.97 1.23
49 H -6.15 3.15 0.69
50 H -5.12 4.02 1.85
51 H -6.85 3.81 2.18

Here are the Mulliken charges for atoms 1 to 6, given in e: number 1, C, carries -0.933; number 2, C, carries 0.560; number 3, O, carries -0.604; number 4, N, carries -0.158; number 5, C, carries -0.858; number 6, C, carries -0.523


Entry 4:
C18H26N2O6S | the ωB97M-V functional and the def2-TZVPD basis

For the energy relative to the best compared isomer or geometry (same formula, charge and spin), the calculation gives 60.03 kcal/mol. The SMILES is COc1ccc(OC)c(S(=O)(=O)N2CCC[C@@H](C(=O)N3CCOCC3)C2)c1. The HOMO energy is -0.315 Eh. The HOMO-LUMO gap is 9.0 eV. The net charge is 0.

Cartesian coordinates (Å):
1 C -1.94 2.23 -3.35
2 H -1.19 2.97 -3.04
3 H -2.94 2.67 -3.23
4 H -1.78 1.97 -4.39
5 O -1.82 1.03 -2.63
6 C -2.02 1.04 -1.29
7 C -2.01 -0.20 -0.64
8 C -2.18 -0.29 0.72
9 C -2.36 0.86 1.50
10 C -2.39 2.09 0.86
11 C -2.22 2.18 -0.52
12 H -2.25 3.16 -0.97
13 H -2.55 3.00 1.42
14 O -2.47 0.68 2.84
15 C -2.83 1.77 3.64
16 H -2.05 2.54 3.66
17 H -3.78 2.22 3.31
18 H -2.96 1.37 4.64
19 S -2.17 -1.95 1.43
20 O -2.43 -2.85 0.35
21 O -3.03 -1.99 2.57
22 N -0.63 -2.26 1.95
23 C 0.37 -2.52 0.95
24 H -0.15 -2.94 0.09
25 C 1.14 -1.25 0.58
26 C 2.23 -1.59 -0.43
27 O 2.73 -2.69 -0.47
28 N 2.65 -0.60 -1.25
29 C 2.17 0.76 -1.37
30 H 3.02 1.44 -1.22
31 C 1.60 0.98 -2.78
32 O 2.57 0.69 -3.76
33 C 3.02 -0.64 -3.65
34 H 2.19 -1.33 -3.82
35 C 3.64 -0.90 -2.28
36 H 4.51 -0.26 -2.13
37 H 3.92 -1.95 -2.17
38 H 3.77 -0.77 -4.44
39 H 0.72 0.35 -2.92
40 H 1.33 2.03 -2.92
41 H 1.41 0.99 -0.62
42 H 0.42 -0.53 0.15
43 C 1.76 -0.67 1.85
44 C 0.67 -0.37 2.87
45 C -0.16 -1.63 3.16
46 H -1.05 -1.39 3.75
47 H 0.45 -2.35 3.71
48 H 1.11 -0.01 3.80
49 H 0.02 0.42 2.48
50 H 2.32 0.24 1.63
51 H 2.46 -1.40 2.26
52 H 1.07 -3.27 1.33
53 H -1.90 -1.10 -1.22

Here are the Mulliken charges for atoms 1 to 6, given in e: number 1, C, carries -1.009; number 2, H, carries 0.338; number 3, H, carries 0.438; number 4, H, carries 0.249; number 5, O, carries -0.382; number 6, C, carries 0.219


Entry 5:
C18H26N3O2 | the ωB97M-V functional and the def2-TZVPD basis

The HOMO energy is -0.453 Eh. The HOMO-LUMO gap is 9.7 eV. The net charge is +1.

Cartesian coordinates (Å):
1 N -4.25 -1.29 -0.54
2 C -3.15 -1.81 -0.88
3 C -2.83 -2.37 -2.25
4 C -1.92 -1.38 -3.03
5 C -1.28 -1.91 -4.14
6 C -0.43 -1.14 -4.91
7 C -0.28 0.17 -4.55
8 C -0.94 0.73 -3.46
9 C -1.76 -0.04 -2.67
10 C -0.58 2.21 -3.39
11 O -1.23 3.07 -2.85
12 N 0.65 2.35 -4.15
13 C 0.53 1.29 -5.16
14 O 1.04 1.40 -6.24
15 H -4.91 -1.34 -1.32
16 H -2.34 -1.81 -0.14
17 H -2.26 -3.30 -2.15
18 H -3.73 -2.58 -2.82
19 H -1.43 -2.94 -4.43
20 H 0.09 -1.52 -5.78
21 H -2.25 0.42 -1.82
22 H 1.33 1.93 -3.51
23 C 2.06 0.58 5.32
24 C 1.91 -0.62 4.38
25 C 2.17 -0.38 2.89
26 N 1.37 0.70 2.20
27 C 1.97 2.05 2.43
28 C 1.40 0.44 0.70
29 C 0.26 -0.52 0.44
30 C -0.83 -0.03 1.39
31 C -0.12 0.69 2.54
32 H 1.24 1.29 5.20
33 H 2.02 0.23 6.35
34 H 3.01 1.09 5.17
35 H 0.93 -1.08 4.53
36 H 2.63 -1.38 4.69
37 H 1.95 -1.31 2.37
38 H 3.22 -0.15 2.71
39 H 3.01 2.02 2.11
40 H 1.91 2.31 3.48
41 H 1.42 2.79 1.85
42 H 1.23 1.39 0.19
43 H 2.38 0.05 0.43
44 H 0.54 -1.54 0.68
45 H -0.07 -0.51 -0.60
46 H -1.44 -0.86 1.74
47 H -1.51 0.67 0.89
48 H -0.28 0.21 3.50
49 H -0.45 1.72 2.62

Here are the Mulliken charges for atoms 1 to 6, given in e: number 1, N, carries -0.585; number 2, C, carries -0.053; number 3, C, carries -0.926; number 4, C, carries 0.721; number 5, C, carries -0.589; number 6, C, carries -0.889


Entry 6:
C18H26N4O6S | the ωB97M-V functional and the def2-TZVPD basis

For the energy relative to the best compared isomer or geometry (same formula, charge and spin), the calculation gives 29.61 kcal/mol. The SMILES is CN(CCCNC(=O)c1cnc(C2OCCO2)s1)C(=O)CCN1CCOCC1=O. The HOMO energy is -0.339 Eh. The HOMO-LUMO gap is 9.1 eV. The net charge is 0.

Cartesian coordinates (Å):
1 C 2.52 0.20 -2.21
2 N 1.10 0.36 -2.57
3 C 0.70 -0.41 -3.77
4 C -0.03 -1.75 -3.52
5 C 0.57 -2.69 -2.46
6 N 0.25 -2.24 -1.11
7 C 0.45 -3.00 -0.03
8 O 0.06 -4.16 0.05
9 C 0.90 -2.29 1.14
10 C 0.96 -2.75 2.47
11 N 1.35 -1.87 3.38
12 C 1.64 -0.71 2.86
13 C 2.01 0.50 3.64
14 O 3.07 1.19 3.05
15 C 2.65 2.45 2.57
16 C 1.14 2.46 2.81
17 O 0.95 1.40 3.73
18 S 1.45 -0.63 1.13
19 C 0.28 1.18 -1.85
20 O 0.69 1.77 -0.85
21 C -1.17 1.40 -2.30
22 C -2.13 1.99 -1.24
23 N -2.33 1.18 -0.01
24 C -2.87 -0.19 -0.15
25 C -2.66 -1.04 1.11
26 O -3.20 -0.31 2.19
27 C -2.49 0.90 2.46
28 C -2.22 1.80 1.21
29 O -1.92 2.98 1.35
30 H 2.81 0.78 -1.34
31 H 2.76 -0.84 -1.99
32 H 3.16 0.53 -3.03
33 H 0.09 0.23 -4.42
34 H 1.61 -0.62 -4.34
35 H -1.08 -1.58 -3.28
36 H -0.07 -2.28 -4.47
37 H 0.20 -3.71 -2.63
38 H 1.65 -2.75 -2.58
39 H 0.30 -1.25 -0.96
40 H 0.68 -3.74 2.78
41 H 2.31 0.22 4.65
42 H 3.13 3.26 3.13
43 H 2.85 2.55 1.51
44 H 0.84 3.40 3.27
45 H 0.58 2.31 1.90
46 H -1.23 1.96 -3.23
47 H -1.55 0.41 -2.52
48 H -1.71 2.97 -0.97
49 H -3.10 2.23 -1.69
50 H -3.94 0.01 -0.10
51 H -2.76 -0.69 -1.11
52 H -3.13 -2.02 1.00
53 H -1.60 -1.25 1.27
54 H -3.03 1.51 3.19
55 H -1.52 0.67 2.90

Here are the Mulliken charges for atoms 1 to 6, given in e: number 1, C, carries -0.843; number 2, N, carries 0.231; number 3, C, carries -1.120; number 4, C, carries -0.451; number 5, C, carries -0.838; number 6, N, carries 0.391


Entry 7:
C18H26N4OS | the ωB97M-V functional and the def2-TZVPD basis

For the energy relative to the best compared isomer or geometry (same formula, charge and spin), the calculation gives 21.54 kcal/mol. The SMILES is CCCn1c(SCC(=O)Nc2ccccc2CC)nnc1C(C)C. The HOMO energy is -0.304 Eh. The HOMO-LUMO gap is 8.9 eV. The net charge is 0.

Cartesian coordinates (Å):
1 C 3.45 2.89 -2.77
2 C 2.86 2.54 -1.41
3 H 2.44 3.43 -0.94
4 C 1.77 1.47 -1.55
5 N 1.21 1.13 -0.27
6 C 1.83 0.32 0.64
7 N 1.10 0.20 1.72
8 N -0.01 0.93 1.53
9 C 0.05 1.49 0.36
10 C -1.07 2.33 -0.17
11 C -0.62 3.72 -0.61
12 H -0.02 3.69 -1.51
13 H -0.05 4.20 0.18
14 H -1.50 4.33 -0.81
15 C -1.81 1.58 -1.29
16 H -2.69 2.14 -1.58
17 H -2.12 0.60 -0.94
18 H -1.18 1.46 -2.17
19 H -1.75 2.43 0.68
20 S 3.32 -0.52 0.32
21 C 2.85 -2.15 1.02
22 H 2.69 -2.03 2.09
23 H 3.70 -2.80 0.82
24 C 1.62 -2.62 0.26
25 O 1.71 -3.15 -0.83
26 N 0.46 -2.36 0.92
27 C -0.85 -2.42 0.39
28 C -1.07 -2.33 -0.98
29 C -2.36 -2.32 -1.47
30 C -3.44 -2.40 -0.61
31 C -3.21 -2.50 0.75
32 C -1.93 -2.52 1.28
33 C -1.74 -2.62 2.77
34 H -2.54 -3.23 3.18
35 H -0.79 -3.11 3.00
36 C -1.78 -1.24 3.42
37 H -1.61 -1.32 4.49
38 H -2.76 -0.79 3.27
39 H -1.04 -0.57 3.00
40 H -4.05 -2.57 1.43
41 H -4.45 -2.38 -0.99
42 H -2.52 -2.24 -2.54
43 H -0.23 -2.28 -1.65
44 H 0.53 -1.91 1.82
45 H 2.21 0.56 -1.97
46 H 0.97 1.82 -2.20
47 H 3.65 2.16 -0.76
48 H 2.68 3.29 -3.43
49 H 3.89 2.01 -3.24
50 H 4.23 3.65 -2.66

Here are the Mulliken charges for atoms 1 to 6, given in e: number 1, C, carries -1.397; number 2, C, carries 0.050; number 3, H, carries 0.284; number 4, C, carries -1.419; number 5, N, carries 0.461; number 6, C, carries 0.619


Entry 8:
C18H26N6O4 | the ωB97M-V functional and the def2-TZVPD basis

For the energy relative to the best compared isomer or geometry (same formula, charge and spin), the calculation gives 9.84 kcal/mol. The SMILES is Cc1n[nH]c(C)c1CC(=O)N1CC(=O)NC[C@H]1C(=O)N[C@H]1CCCN(C)C1=O. The HOMO energy is -0.322 Eh. The HOMO-LUMO gap is 9.4 eV. The net charge is 0.

Cartesian coordinates (Å):
1 C -0.72 -1.27 -4.24
2 C -0.94 -2.58 -3.56
3 N -1.80 -3.45 -4.04
4 N -1.76 -4.49 -3.19
5 C -0.89 -4.32 -2.18
6 C -0.69 -5.35 -1.13
7 C -0.33 -3.07 -2.38
8 C 0.70 -2.40 -1.53
9 C 0.05 -1.43 -0.55
10 O -0.62 -0.50 -1.00
11 N 0.23 -1.55 0.79
12 C 0.98 -2.59 1.47
13 C 0.02 -3.50 2.22
14 O 0.07 -4.71 2.17
15 N -0.90 -2.80 2.92
16 C -0.91 -1.34 3.00
17 C -0.51 -0.66 1.68
18 C 0.26 0.63 1.98
19 O 0.64 0.91 3.11
20 N 0.48 1.40 0.89
21 C 0.94 2.75 1.01
22 C 1.75 3.20 -0.20
23 C 2.22 4.61 0.07
24 C 1.03 5.54 0.19
25 N -0.05 5.00 1.00
26 C -1.10 5.94 1.32
27 C -0.23 3.68 1.31
28 O -1.25 3.26 1.82
29 H -0.02 -0.65 -3.68
30 H -0.32 -1.42 -5.25
31 H -1.65 -0.72 -4.33
32 H -2.33 -5.30 -3.35
33 H 0.14 -5.09 -0.46
34 H -1.57 -5.46 -0.50
35 H -0.46 -6.33 -1.56
36 H 1.34 -3.13 -1.06
37 H 1.34 -1.77 -2.15
38 H 1.56 -3.21 0.80
39 H 1.67 -2.14 2.19
40 H -1.59 -3.34 3.42
41 H -1.92 -1.03 3.25
42 H -0.26 -0.99 3.81
43 H -1.42 -0.36 1.16
44 H 0.01 1.11 0.04
45 H 1.59 2.80 1.90
46 H 2.59 2.52 -0.34
47 H 1.13 3.16 -1.10
48 H 2.81 4.63 0.99
49 H 2.86 4.98 -0.73
50 H 1.31 6.51 0.61
51 H 0.63 5.74 -0.82
52 H -1.86 5.46 1.92
53 H -0.68 6.78 1.88
54 H -1.57 6.33 0.41

Here are the Mulliken charges for atoms 1 to 6, given in e: number 1, C, carries -1.194; number 2, C, carries 0.352; number 3, N, carries -0.973; number 4, N, carries 0.329; number 5, C, carries -0.399; number 6, C, carries -1.373